The following is a quantum chemistry calculation of C2H4N2OS in the gas phase, from the Open Molecules 2025 dataset.

Structure (XYZ):
```
10
Properties=species:S:1:pos:R:3
C 0.2689 0.8194 -0.6339
C -0.1925 -0.3760 0.0897
H 2.9316 1.7160 0.8929
H 2.0945 0.1822 1.0697
H -0.3386 1.1399 -1.4658
H -2.1332 -0.1963 -1.3863
N 2.1622 1.0669 0.5503
N 1.3391 1.4541 -0.3373
O 0.4253 -0.9567 0.9768
S -1.9327 -0.9684 -0.3219
```

Computed properties:
E ... -18000.369 eV
Kohn-Sham gap ... 0.347 Ha
Structure (SMILES) ... N/N=C\C(=O)S
Relative energy (zero: lowest compared OMol25 entry of this formula, charge and spin) ... 52.8 kcal per mole

---

The following is a quantum chemistry calculation of a 2-piece molecular cluster, C2H4N2OS overall, from the Open Molecules 2025 dataset.

Structure (XYZ):
```
10
Properties=species:S:1:pos:R:3
C 0.4052 0.1535 1.2839
C 1.1448 -0.3456 -1.5368
N -1.8559 0.1685 0.7511
N -0.7435 0.4568 1.4051
O 0.3156 -0.5273 -0.6776
S 1.8193 -0.0312 1.9096
H 0.9466 -0.2768 -2.6481
H 2.2085 -0.2837 -1.3043
H -1.5665 0.0574 -0.2488
H -2.6740 0.6285 1.0658
```

Computed properties:
E ... -17998.281 eV
Kohn-Sham gap ... 0.273 Ha
Structure (SMILES) ... NN=C=S.C=O
Relative energy (zero: lowest compared OMol25 entry of this formula, charge and spin) ... 101.0 kcal per mole

---

The following is a quantum chemistry calculation of C2H4N2OS as an isolated structure, from the Open Molecules 2025 dataset.

Structure (XYZ):
```
10
Properties=species:S:1:pos:R:3
C 1.0490 0.1076 0.4466
C -1.6579 0.0538 0.1202
H 2.4591 1.1258 -1.0492
H 3.1570 0.2369 0.6219
H 1.4455 0.1647 2.1797
H -1.6082 0.5713 1.1811
N 2.3096 0.3942 0.0494
N 0.6242 -0.3073 1.6480
O -2.6724 -0.2282 -0.5668
S -0.0599 -0.1157 -0.8551
```

Computed properties:
E ... -17999.082 eV
Kohn-Sham gap ... 0.346 Ha
Relative energy (zero: lowest compared OMol25 entry of this formula, charge and spin) ... 82.5 kcal per mole

---

The following is a quantum chemistry calculation of C2H4N2OS in the gas phase, from the Open Molecules 2025 dataset.

Structure (XYZ):
```
10
Properties=species:S:1:pos:R:3
C -0.7159 -1.1888 -0.3204
C 1.8221 0.1602 -0.2910
H -0.7385 0.7558 1.4041
H -1.7798 1.6289 0.3980
H -1.1980 -2.0686 -0.8042
H 1.1729 0.8052 -0.9675
N -0.9910 0.9699 0.4299
N -1.4200 -0.1562 -0.2787
O 2.9529 0.3748 -0.0169
S 0.8954 -1.2814 0.4466
```

Computed properties:
E ... -18000.004 eV
Kohn-Sham gap ... 0.360 Ha
Structure (SMILES) ... N/N=C\SC=O
Relative energy (zero: lowest compared OMol25 entry of this formula, charge and spin) ... 61.2 kcal per mole

---

The following is a quantum chemistry calculation of a 2-piece molecular cluster, C2H4N2OS overall, from the Open Molecules 2025 dataset.

Structure (XYZ):
```
10
Properties=species:S:1:pos:R:3
C -0.6794 -1.7611 0.4260
C 0.5970 1.4387 -0.1315
N -0.1916 -2.7412 0.7180
N 0.7030 0.6918 0.8199
O -1.3062 -0.6646 0.1166
S 0.8420 0.7474 -1.7605
H 0.5918 0.9911 1.7763
H -2.1362 -0.7235 -0.2358
H 0.2500 2.4712 -0.2979
H 1.3295 -0.4498 -1.4312
```

Computed properties:
E ... -17999.408 eV
Kohn-Sham gap ... 0.361 Ha
Structure (SMILES) ... [H]/N=C/S.N#CO
Relative energy (zero: lowest compared OMol25 entry of this formula, charge and spin) ... 75.0 kcal per mole

---

The following is a quantum chemistry calculation of C2H4N2OS in the gas phase, from the Open Molecules 2025 dataset.

Structure (XYZ):
```
10
Properties=species:S:1:pos:R:3
C -1.4847 0.0759 0.0293
C 1.8835 0.6167 -0.2006
H -2.0160 -1.6790 -0.0754
H -1.7590 1.1047 -0.0830
H 0.2614 -0.9155 0.1780
H 2.4466 1.4582 -0.6008
N -2.4118 -0.7709 -0.1304
N -0.1596 -0.0995 0.5638
O 0.6480 1.0083 0.2363
S 2.5916 -0.7989 0.0828
```

Computed properties:
E ... -17998.880 eV
Kohn-Sham gap ... 0.348 Ha
Structure (SMILES) ... [H]/N=C\NOC=S
Relative energy (zero: lowest compared OMol25 entry of this formula, charge and spin) ... 87.2 kcal per mole

---

The following is a quantum chemistry calculation of C2H4N2OS2 in the gas phase, from the Open Molecules 2025 dataset.

Structure (XYZ):
```
11
Properties=species:S:1:pos:R:3
C 0.0044 0.1150 -0.3195
C -0.6863 1.4323 -0.1586
H 1.9313 -1.7141 0.9318
H 1.6708 1.2780 0.0978
H -1.8079 1.3316 0.0515
H -2.3111 -2.3652 0.3070
N 1.3979 0.3614 -0.2247
N -0.4975 -1.0082 -0.2749
O -0.0568 2.4486 -0.0778
S 2.5709 -0.9044 -0.1759
S -2.2159 -0.9750 -0.1567
```

Computed properties:
E ... -28834.578 eV
Kohn-Sham gap ... 0.303 Ha
Structure (SMILES) ... O=C/C(=N\S)NS
Relative energy (zero: lowest compared OMol25 entry of this formula, charge and spin) ... 57.8 kcal per mole

---

The following is a quantum chemistry calculation of C2H4N2OS2 in the gas phase, from the Open Molecules 2025 dataset.

Structure (XYZ):
```
11
Properties=species:S:1:pos:R:3
C -0.2564 -0.2947 -0.1336
C -1.7351 -0.0084 -0.1115
H 0.5911 2.6090 0.9919
H 1.5419 0.6820 -0.5355
H -2.1009 1.1838 -0.0961
H 2.0647 -2.7733 0.9471
N 0.3518 0.9084 -0.4428
N 0.2392 -1.4952 -0.4204
O 0.1426 2.2740 -0.0382
S -2.6982 -1.4213 -0.0778
S 1.8593 -1.6642 -0.0831
```

Computed properties:
E ... -28830.215 eV
Kohn-Sham gap ... 0.261 Ha
Structure (SMILES) ... ON/C(C=S)=N\S
Relative energy (zero: lowest compared OMol25 entry of this formula, charge and spin) ... 158.4 kcal per mole

---

Copy entry 2 word for word.
The following is a quantum chemistry calculation of a 2-piece molecular cluster, C2H4N2OS overall, from the Open Molecules 2025 dataset.

Structure (XYZ):
```
10
Properties=species:S:1:pos:R:3
C 0.4052 0.1535 1.2839
C 1.1448 -0.3456 -1.5368
N -1.8559 0.1685 0.7511
N -0.7435 0.4568 1.4051
O 0.3156 -0.5273 -0.6776
S 1.8193 -0.0312 1.9096
H 0.9466 -0.2768 -2.6481
H 2.2085 -0.2837 -1.3043
H -1.5665 0.0574 -0.2488
H -2.6740 0.6285 1.0658
```

Computed properties:
E ... -17998.281 eV
Kohn-Sham gap ... 0.273 Ha
Structure (SMILES) ... NN=C=S.C=O
Relative energy (zero: lowest compared OMol25 entry of this formula, charge and spin) ... 101.0 kcal per mole

---

> What is the E in the seventh record?

-28834.578 eV

---

> Which value of Kohn-Sham gap does entry 5 give?

0.361 Ha